Entry 1:
Density functional theory data (the ωB97M-V functional and the def2-TZVPD basis) for a cluster of 2 separate species, C5H16N2O in total at a distorted geometry.

Positions of all 24 atoms, in Å:
C -0.21110 -2.63689 0.96587
N -0.32403 -1.35623 1.69406
C -1.45760 -0.63823 1.08061
C -1.01808 0.64963 0.35722
C -1.01848 0.87144 -1.21584
C 0.18330 0.21822 -2.04814
N -1.19383 2.25909 -1.45077
H 0.69789 -3.07459 1.26857
H -1.06236 -3.30367 0.97339
H -0.27664 -2.41646 -0.16741
H 0.53985 -0.80511 1.60502
H -2.09824 -0.32165 1.90635
H -2.12807 -1.18772 0.37060
H -0.03125 1.01169 0.79947
H -1.73021 1.49828 0.73519
H -2.02796 0.32301 -1.52643
H -0.03556 -0.13755 -3.05477
H 0.60954 -0.73543 -1.50389
H 0.99215 0.98287 -2.04797
H -0.60594 2.87545 -0.96834
H -1.18060 2.51305 -2.37522
O 4.38886 0.80719 1.33377
H 4.11112 1.70404 1.09224
H 4.87725 0.89955 2.17642

Properties
energy relative to the best compared isomer or geometry (same formula, charge and spin)	50.2	kcal/mol
HOMO level	-8.57	eV
calculated total energy	-384.77815	Ha
structure (SMILES)	CNCC[C@H](C)N.O
gap between HOMO and LUMO	9.24	eV

Mulliken population analysis, charges in e, atoms 1 to 6:
1. C -0.847
2. N -0.415
3. C -0.354
4. C -0.895
5. C 0.540
6. C -1.123

---

Entry 2:
Density functional theory data (the ωB97M-V functional and the def2-TZVPD basis) for a cluster of 2 separate species, C2H6NO3 in total at a distorted geometry.

Positions of all 12 atoms, in Å:
O 0.53143 0.34110 2.19405
C 0.38848 0.06089 1.05008
O -0.15759 -0.94494 0.50155
C 0.82729 1.20896 -0.07156
N 0.55599 0.57760 -1.41438
H 0.17328 2.14213 0.06996
H 1.95075 1.43877 0.01118
H -0.43270 0.34191 -1.50172
H 1.06199 -0.29917 -1.39491
H -2.41202 -0.61324 -1.34968
H -1.36408 -1.09116 -0.65380
O -1.64432 -1.09386 -1.58954

Properties
energy relative to the best compared isomer or geometry (same formula, charge and spin)	27.4	kcal/mol
HOMO level	-3.63	eV
net charge	-1
calculated total energy	-360.32754	Ha
gap between HOMO and LUMO	7.77	eV

Mulliken population analysis, charges in e, atoms 1 to 6:
1. O -0.665
2. C 0.555
3. O -0.788
4. C -0.384
5. N -0.790
6. H 0.201

---

Entry 3:
Density functional theory data (the ωB97M-V functional and the def2-TZVPD basis) for the ion C2H11N4 with charge +1.

Positions of all 17 atoms, in Å:
C 1.13075 1.32955 0.42409
C 0.09474 0.23271 0.25770
N -0.55443 -0.08411 1.48134
N -1.03815 0.71624 -0.66918
N 0.64242 -0.85079 -0.53975
N -0.38374 -1.68176 -1.07602
H 1.54222 1.61107 -0.54047
H 1.95077 0.97772 1.04422
H 0.68556 2.19579 0.90520
H -0.05368 0.17786 2.31537
H -0.91292 -1.02487 1.55359
H -1.27226 -0.22335 -1.12600
H -1.81645 1.09007 -0.12109
H -0.71929 1.39015 -1.36770
H 1.40466 -1.33810 -0.07939
H -0.62733 -2.47885 -0.48671
H -0.07288 -2.03935 -1.97522

Properties
energy relative to the best compared isomer or geometry (same formula, charge and spin)	38.2	kcal/mol
HOMO level	-14.01	eV
net charge	+1
calculated total energy	-301.57072	Ha
structure (SMILES)	C[C@@](N)([NH3+])NN
gap between HOMO and LUMO	11.00	eV

Mulliken population analysis, charges in e, atoms 1 to 6:
1. C -1.600
2. C 0.631
3. N -0.555
4. N -0.288
5. N -0.185
6. N -0.585

---

Entry 4:
Density functional theory data (the ωB97M-V functional and the def2-TZVPD basis) for a structure of composition C22H22Cl2IrN2O3 at a distorted geometry.

Positions of all 52 atoms, in Å:
Ir -1.01013 0.37152 -1.07198
Cl 4.25041 5.78773 -2.19144
C 3.39873 4.35119 -1.95322
C 4.09522 3.17816 -1.62951
C 3.40019 2.02218 -1.42436
Cl 4.23568 0.58756 -1.03261
C 1.94067 1.96274 -1.54209
O 1.34186 0.89684 -1.38226
C 1.27078 3.21226 -1.87605
C -0.18319 3.33313 -1.98412
O -0.99959 2.43117 -1.88516
C 1.99040 4.35185 -2.07467
H 5.17488 3.19105 -1.55066
H -0.56154 4.34242 -2.18896
H 1.48102 5.27495 -2.33644
O -3.39773 0.81523 -0.99922
C -3.88639 0.59391 0.32268
C -2.86645 0.94405 1.38515
C -3.27335 1.22497 2.68168
C -2.32243 1.49967 3.64623
C -0.97874 1.49999 3.28962
C -0.64946 1.21778 1.98200
N -1.57008 0.93521 1.04618
H -3.49548 1.74509 -1.24341
H -4.11841 -0.46602 0.38550
H -4.80810 1.14457 0.49434
H -4.33069 1.23369 2.92355
H -2.62291 1.72549 4.66314
H -0.20452 1.72926 4.01204
H 0.38123 1.22104 1.64354
C 2.89217 -2.36797 1.77844
N 1.58886 -2.41917 1.15061
C 0.43410 -2.60251 1.99622
C 1.47355 -2.14249 -0.27311
C 0.17506 -2.57728 -0.88143
C -0.03105 -3.95256 -0.99539
C -1.18563 -4.45811 -1.57096
C -2.13251 -3.57805 -2.06683
C -1.91939 -2.20615 -1.96978
C -0.77425 -1.66159 -1.35786
H 2.91020 -3.00402 2.66095
H 3.09120 -1.33695 2.08996
H 3.66351 -2.67131 1.07483
H 0.35705 -3.65959 2.26968
H -0.46880 -2.30866 1.47280
H 0.57368 -2.03497 2.91686
H 2.32054 -2.63891 -0.75963
H 1.64172 -1.06827 -0.41863
H 0.73181 -4.64266 -0.63973
H -1.33097 -5.52960 -1.64993
H -3.02955 -3.95469 -2.54237
H -2.66317 -1.54321 -2.39417

Properties
energy relative to the best compared isomer or geometry (same formula, charge and spin)	0.0	kcal/mol
HOMO level (spin up / spin down)	-13.07 / -14.15	eV
net charge	+2
calculated total energy	-2210.76607	Ha
2S+1	6
⟨S²⟩	8.802
gap between HOMO and LUMO (spin up / spin down)	6.82 / 5.68	eV

Mulliken population analysis, charges in e, atoms 1 to 6:
1. Ir 1.300
2. Cl -0.096
3. C 0.340
4. C -0.685
5. C 0.525
6. Cl -0.126

---

Please write out number 4 again, unchanged.
Density functional theory data (the ωB97M-V functional and the def2-TZVPD basis) for a structure of composition C22H22Cl2IrN2O3 at a distorted geometry.

Positions of all 52 atoms, in Å:
Ir -1.01013 0.37152 -1.07198
Cl 4.25041 5.78773 -2.19144
C 3.39873 4.35119 -1.95322
C 4.09522 3.17816 -1.62951
C 3.40019 2.02218 -1.42436
Cl 4.23568 0.58756 -1.03261
C 1.94067 1.96274 -1.54209
O 1.34186 0.89684 -1.38226
C 1.27078 3.21226 -1.87605
C -0.18319 3.33313 -1.98412
O -0.99959 2.43117 -1.88516
C 1.99040 4.35185 -2.07467
H 5.17488 3.19105 -1.55066
H -0.56154 4.34242 -2.18896
H 1.48102 5.27495 -2.33644
O -3.39773 0.81523 -0.99922
C -3.88639 0.59391 0.32268
C -2.86645 0.94405 1.38515
C -3.27335 1.22497 2.68168
C -2.32243 1.49967 3.64623
C -0.97874 1.49999 3.28962
C -0.64946 1.21778 1.98200
N -1.57008 0.93521 1.04618
H -3.49548 1.74509 -1.24341
H -4.11841 -0.46602 0.38550
H -4.80810 1.14457 0.49434
H -4.33069 1.23369 2.92355
H -2.62291 1.72549 4.66314
H -0.20452 1.72926 4.01204
H 0.38123 1.22104 1.64354
C 2.89217 -2.36797 1.77844
N 1.58886 -2.41917 1.15061
C 0.43410 -2.60251 1.99622
C 1.47355 -2.14249 -0.27311
C 0.17506 -2.57728 -0.88143
C -0.03105 -3.95256 -0.99539
C -1.18563 -4.45811 -1.57096
C -2.13251 -3.57805 -2.06683
C -1.91939 -2.20615 -1.96978
C -0.77425 -1.66159 -1.35786
H 2.91020 -3.00402 2.66095
H 3.09120 -1.33695 2.08996
H 3.66351 -2.67131 1.07483
H 0.35705 -3.65959 2.26968
H -0.46880 -2.30866 1.47280
H 0.57368 -2.03497 2.91686
H 2.32054 -2.63891 -0.75963
H 1.64172 -1.06827 -0.41863
H 0.73181 -4.64266 -0.63973
H -1.33097 -5.52960 -1.64993
H -3.02955 -3.95469 -2.54237
H -2.66317 -1.54321 -2.39417

Properties
energy relative to the best compared isomer or geometry (same formula, charge and spin)	0.0	kcal/mol
HOMO level (spin up / spin down)	-13.07 / -14.15	eV
net charge	+2
calculated total energy	-2210.76607	Ha
2S+1	6
⟨S²⟩	8.802
gap between HOMO and LUMO (spin up / spin down)	6.82 / 5.68	eV

Mulliken population analysis, charges in e, atoms 1 to 6:
1. Ir 1.300
2. Cl -0.096
3. C 0.340
4. C -0.685
5. C 0.525
6. Cl -0.126